[1]
Computed, not measured: C39H55F3O2P2PtSiTe4 as an isolated structure in a non-equilibrium geometry, with ωB97M-V with the def2-TZVPD basis set.

Output
Kohn-Sham gap (spin up / spin down) (eV): 5.13 / 5.13
E_HOMO (spin up / spin down) (eV): -6.8 / -6.8

```
! RIJCOSX wB97M-V def2-TZVPD def2/J DEFGRID3
* xyz 0 1
H -4.23100 -4.11858 0.03046
C -3.10426 4.38894 1.79842
C 0.93553 -1.74417 1.18388
H -3.01401 0.99376 4.33935
H -3.19370 -0.54945 -0.78383
C 5.67912 -0.68016 -0.83654
H 0.31968 -5.30508 -0.21179
C -3.87839 -2.78132 1.69209
H 6.77832 -2.46354 -1.39569
O 2.88816 2.47643 0.12663
H -2.93771 3.25240 -0.59929
H -5.29600 1.96121 0.83643
H -4.77706 -3.09584 2.22855
H 3.33017 -0.85802 2.80028
H -4.49897 -0.73570 1.54955
C 0.70277 -3.25112 -0.68502
H -1.46969 -0.92850 -0.74434
Te 0.35536 5.51090 3.67969
H -2.12101 4.40064 1.32728
Pt 0.23478 1.24523 0.11758
C -3.40371 1.81088 1.84427
H -4.63592 3.29884 -1.07966
C -0.11365 0.06419 5.78547
H 3.32832 -1.56853 -0.27955
H 1.71713 -0.33071 4.74165
H -3.53753 -1.09950 2.99988
F 5.11001 3.45493 -1.60941
C 4.98172 -2.32029 -2.58741
C 4.35856 0.00797 -1.24378
C -1.97389 0.69922 4.40241
H -4.15516 3.23458 3.26543
H -2.86468 -2.82150 -1.61154
C 0.50251 -4.10250 1.55967
O 2.27543 2.02635 -2.00077
Te 0.02750 3.81521 -0.39401
C -2.43319 -1.16617 -0.29527
F 3.67283 4.89347 -0.84441
C 2.90138 2.63383 -1.12551
C 5.73905 -2.15076 -1.27700
H -3.03600 -3.35667 2.09111
P -1.80373 0.89664 1.55013
H 1.11238 -0.95072 -5.52521
C 0.78003 -0.42946 -2.90048
H -1.52945 -1.44500 1.61210
H -1.88438 -0.92602 -4.93488
H 3.20589 0.89288 3.11699
H 6.51612 -0.12857 -1.26973
H -2.40988 3.06391 3.32810
C 3.80426 3.80513 -1.62311
C -3.25953 3.12555 2.64278
C 0.71509 -2.81887 2.05119
H -3.94219 1.10528 2.47644
H -1.32010 0.02273 -2.56828
C -2.35370 -0.85510 1.20343
C -2.75746 -2.64170 -0.53821
C -3.63293 -1.28866 1.92693
C -0.73195 0.83828 -4.46583
C 0.67541 -0.04173 4.64563
H -1.92387 -3.25067 -0.17814
H 4.43640 0.44400 -2.24184
H 3.69046 0.32409 1.52466
H 5.09126 -3.33293 -2.97811
H -4.88165 -2.49006 -0.19076
H 0.01847 -2.32499 -5.67220
H -5.15741 4.45343 1.11734
H 0.11725 1.38838 -4.88392
Te 0.77383 3.33216 2.15840
C -1.18138 0.61170 3.26017
Si 1.24968 0.01260 1.84454
C 3.04147 0.10721 2.37487
P 1.44001 -0.47029 -1.16201
H -0.49698 -2.14011 -3.21297
H 3.11644 -1.55701 -3.32124
C 0.92900 -1.96525 -0.19374
C 0.20277 -1.40256 -5.11589
C -4.23624 1.96882 0.55601
H 4.16929 0.81484 -0.54859
H 1.59582 0.08369 -3.42131
C 3.23923 -1.03251 -1.22788
H 0.34838 -4.92815 2.24431
H 0.70005 -2.64299 3.12348
C 0.14814 0.19905 3.37608
H 0.31128 -0.13765 6.76116
C -4.14621 4.46237 0.69069
Te 2.99162 4.66922 2.55553
C 0.42664 -1.72874 -3.63512
C -3.96298 3.25222 -0.22069
F 3.50740 4.18397 -2.86986
H -3.15748 5.25974 2.45798
H -4.07703 1.10653 -0.09142
C -0.43835 0.50326 -3.00164
C -0.96722 -0.43593 -5.28038
H 2.92997 -2.93101 -2.21466
H 0.67713 -3.43507 -1.74977
C -4.02905 -3.05834 0.19854
H -1.10413 -0.18816 -6.33575
H -4.03049 5.39017 0.12746
H 5.78953 -0.63454 0.25107
H -0.24169 1.42473 -2.45639
H 5.29592 -2.80352 -0.51923
C -1.44563 0.41849 5.65823
H 1.20087 -2.48875 -3.54887
H -1.61166 1.48276 -4.52878
C 0.49329 -4.31309 0.18913
H 5.41152 -1.64079 -3.32799
H -2.08101 0.48029 6.53311
C 3.48065 -2.00605 -2.39688
*
```

Löwdin atomic charge list, values in e, 8 entries: number 1, H, carries 0.11; number 2, C, carries -0.24; number 3, C, carries -0.32; number 4, H, carries 0.10; number 5, H, carries 0.11; number 6, C, carries -0.17; number 7, H, carries 0.11; number 8, C, carries -0.19

=====

[2]
Computed, not measured: C39H55F3O2P2PtSiTe4 as an isolated structure in a non-equilibrium geometry, with ωB97M-V with the def2-TZVPD basis set.

Output
Kohn-Sham gap (eV): 5.06
E_HOMO (eV): -6.6

```
! RIJCOSX wB97M-V def2-TZVPD def2/J DEFGRID3
* xyz 0 1
H -2.20614 4.03379 -0.14646
P -0.54695 2.35080 -0.03604
H 1.24002 -2.71234 -1.39181
C -2.80974 -0.32705 2.42261
H 4.73432 -4.04159 -1.66453
C 3.85076 -3.18879 0.82609
C 0.15657 -2.41029 5.23699
H -0.21848 -2.67623 6.21743
C -3.36726 2.26438 0.09973
C 2.40281 -2.83488 0.41817
Te -1.39927 -1.90828 -1.95166
C 5.22855 1.82371 1.87874
H -3.08862 -1.36072 2.22174
C 1.26068 6.01784 -0.93971
H 1.73746 -3.52706 0.94248
Pt -0.03484 0.04997 -0.02001
C -3.68878 0.98560 -0.66765
H 3.91624 -4.28160 0.76671
H -0.51839 3.65472 5.53216
H -4.46074 3.43472 -2.11508
C 0.82590 0.39552 -3.03387
C 3.95588 -0.25648 2.52780
H 0.98867 6.89852 -1.52587
C 3.29847 -2.46614 -1.94707
H -0.20494 5.45626 3.85886
H -4.24018 2.92276 0.10279
H 6.01250 1.23375 1.38976
H 3.10181 -2.70743 -2.99372
C -0.34171 4.12889 2.18648
C -0.70416 2.11771 4.05064
C 1.88131 0.26350 -4.17465
Te -1.56593 -5.63566 -0.59408
H -2.08124 4.04477 -2.46243
H -0.68667 5.30693 -0.35195
H 3.21985 6.22896 -1.84502
C 0.68419 3.59678 -0.71277
C 2.29726 4.39199 -2.52829
H -0.82615 1.33478 4.79177
Te -1.36740 -4.36245 -3.08491
C -0.69833 1.79114 2.69023
H -1.64886 2.34597 -2.55724
C 1.30615 -3.01085 4.74145
H 1.73448 4.86991 -3.33510
H 4.57991 2.69978 0.00732
F 3.14941 0.27955 -3.74026
H 2.65218 -3.17207 3.10572
H 5.70192 2.73376 2.25351
H 4.97107 -1.52344 0.03408
H -0.19802 4.93262 1.47794
H -3.70892 0.56633 -2.78723
H 5.90723 -2.98871 0.25085
C 3.44994 0.89623 0.35285
C 4.67974 -2.95412 -1.53512
H 2.19040 -4.17342 -1.23872
H 2.15161 0.78263 2.03154
P 1.65874 -1.22936 1.02685
C 2.58412 5.43319 -1.45412
C -0.06742 -1.13210 3.18656
H 4.70306 -0.88926 2.04391
H 3.40647 2.82142 1.31776
H 2.16690 2.38404 -1.72761
H 1.37488 3.68782 0.13262
F 1.76067 1.26440 -5.05887
O -0.31180 0.67738 -3.38653
C 1.49546 3.20072 -1.96069
H 5.41569 0.75808 3.75477
H -4.43457 0.39040 -0.13909
Si -1.00463 0.04472 2.05577
H -0.30762 4.97608 -2.02275
H 3.24657 -1.38037 -1.86186
H 1.37948 6.35005 0.09571
H -3.83387 2.80079 -3.62172
Te -1.59996 -3.14523 0.47273
C 2.85809 0.11001 1.52165
C -0.52381 -1.48818 4.46020
H -3.14052 2.06407 1.14668
H 4.05394 -2.92389 1.86272
C 4.14910 2.15914 0.85435
C -2.20038 3.01807 -0.54780
C 1.76761 -2.67748 3.47952
C 4.93532 -2.60926 -0.07486
H 5.45324 -2.51548 -2.16939
C -0.51855 2.81071 1.75336
C 2.21098 -3.08937 -1.08170
C -3.76049 2.70720 -2.53688
H -2.78015 0.37776 -0.70680
H 3.14028 4.96849 -0.63430
C 0.11433 4.99491 -1.01819
H -1.43950 -1.05786 4.85006
F 1.69249 -0.89204 -4.83565
H 3.22195 4.02449 -2.97535
C -2.34144 3.05361 -2.09313
H 4.17186 0.28299 -0.19285
C -0.52624 3.42184 4.47466
H -3.50921 0.30903 1.88949
C -4.15447 1.29359 -2.10455
H 3.54382 -0.80868 3.37303
H -2.94515 -0.13896 3.49254
O 1.27910 0.17663 -1.87126
C -0.34608 4.43234 3.53645
C 4.63883 1.01672 3.03180
H -5.23776 1.18087 -2.18527
C 1.09172 -1.73524 2.70172
H 1.83714 -3.74610 5.33286
H 3.89855 1.62916 3.55943
H 0.80563 2.84743 -2.72630
H 2.66443 1.14126 -0.35301
*
```

Löwdin atomic charge list, values in e, 8 entries: number 1, H, carries 0.10; number 2, P, carries 1.01; number 3, H, carries -0.01; number 4, C, carries -0.20; number 5, H, carries 0.12; number 6, C, carries -0.19; number 7, C, carries -0.07; number 8, H, carries 0.10

=====

[3]
Computed, not measured: a 6-piece molecular cluster, C39H55FN6O18P overall in a non-equilibrium geometry, with ωB97M-V with the def2-TZVPD basis set.

Output
Kohn-Sham gap (eV): 6.84
E_HOMO (eV): -11.2

```
! RIJCOSX wB97M-V def2-TZVPD def2/J DEFGRID3
* xyz 1 1
C 1.22088 0.76992 -3.23872
C 0.25308 -2.85759 -1.48091
C 5.10461 -5.61529 -0.72413
C 3.88179 -2.67576 -1.42318
H -0.70312 -2.78493 -2.13884
C 4.47257 -6.07211 0.69520
H 5.61644 -6.54105 -1.22348
H -5.72806 4.28931 -1.69343
H 4.18068 -7.18369 0.75820
O -0.49697 2.14979 2.24418
C 3.41583 -0.62834 -2.76778
H 6.40014 -7.61512 1.16470
H 1.46882 -0.10945 3.39206
C -4.78106 7.19950 -0.08504
H 5.74538 -7.48802 2.97695
O -4.87024 -4.17635 -2.50133
H -2.37527 7.50323 5.61421
H 8.46245 -7.36409 2.58629
C -1.58124 3.15882 -1.05987
C 2.10232 0.01649 -2.12614
C 4.44581 -2.50660 2.88011
O 5.46170 -5.76407 1.73746
C -2.33728 6.77497 4.80001
N 2.82849 -3.04521 -0.47258
C -1.66000 2.61578 0.34940
H 1.05374 -1.01971 0.79656
N 4.34127 -1.36018 -1.86052
H -2.47048 -5.52991 -0.83114
C -5.46852 -5.87576 -0.87571
H -1.30525 9.30877 3.52722
O -2.70409 -3.82514 -2.00047
C -0.81177 6.86526 1.61892
C -1.29012 7.15587 3.77770
C 1.95356 -1.43011 1.37399
C -4.51984 5.93222 1.72981
C -1.62495 8.40041 3.01317
C 2.16783 -0.85762 2.87917
H -6.56735 5.98562 -0.04285
C 3.01447 -2.47866 0.90302
C -3.77519 -3.39581 -2.73182
C -5.23366 1.67192 0.12305
H -0.91911 4.11905 1.72001
H -5.28784 2.51897 0.81531
H -5.21924 -0.08303 2.37112
O -0.89644 8.21290 1.80550
H 6.31983 -2.21133 0.11223
O -1.20452 6.18869 2.73658
H 6.98445 -1.51211 -1.48836
C -4.40235 -5.32000 -1.79352
H -5.36668 8.05667 -0.42232
O -3.75492 -2.45231 -3.47598
C 6.24420 -6.93901 2.09347
N 4.91905 -3.73660 -4.77920
O -0.44381 6.33886 0.59967
H -0.30542 7.22461 4.25423
H 3.73240 -1.12932 4.62634
C 6.44961 -1.23483 -0.49254
H -6.44016 1.19555 2.54246
O -7.38562 0.96232 0.00674
H -0.57498 3.03665 -1.47499
H -4.25385 5.21534 -1.90833
H -5.80700 5.91267 -2.41424
H -6.37079 -6.12544 -1.44093
F 5.33498 0.76375 -1.46666
H -2.25962 2.61182 -1.72188
H -1.84149 4.21958 -1.08674
H -5.76668 -5.13771 -0.12353
C -5.31572 5.30168 -1.65315
C 7.74087 -6.46946 2.55529
O -1.36492 1.22194 0.38786
C 3.47339 -1.48709 3.55621
N 4.18437 -2.99992 1.55946
H 7.61723 -4.58396 -3.91256
H 1.17997 1.35819 -5.46839
H 1.80097 -0.07074 -1.02420
H 8.11935 -5.77146 1.69705
H -4.19069 1.37032 0.00727
H 5.52897 -3.47871 -5.57314
N 3.02725 0.20042 -5.22009
H -3.79618 7.22683 -0.56338
H 4.02850 -3.20465 -4.77691
H 7.13625 -0.51377 0.11592
H -5.85404 -0.39277 -0.01858
O 6.94750 -4.78917 -3.20035
C -3.21467 -4.76613 -1.06480
H -6.95319 -0.45387 2.23829
H 3.51610 -5.46777 0.98750
C 3.84545 -0.51344 -4.27406
H -5.11531 -6.77281 -0.36133
H 0.35994 3.30603 0.78490
C -0.61569 3.17573 1.26482
O -4.16288 5.57951 2.82385
H 7.73115 -5.90057 3.56019
N 4.52214 -3.74023 -1.99666
C -6.12570 0.52988 0.50733
H 5.39687 -2.89219 3.42952
H 4.84151 -0.98809 -4.64571
C 5.01482 -0.52474 -0.83472
C 1.82235 0.77659 -4.68489
O 4.14464 -5.01253 -1.65648
H 5.92566 -4.80548 -0.53689
C -5.49990 5.89792 -0.27517
H -2.66982 2.75641 0.75095
O -7.93757 2.14071 -1.85700
H -3.33016 6.71126 4.34277
O -5.78808 2.07807 -1.12142
H -2.68751 8.48456 2.76266
H -3.47801 -4.22916 -0.14746
C 1.46991 -3.02077 -0.97444
H 0.20364 1.27407 -2.97823
H -4.11005 -6.07544 -2.53187
O -0.62582 -0.11414 2.07629
C -6.17986 0.28140 1.99850
O -4.89996 5.08410 0.72919
O -4.59256 7.23257 1.32453
C -0.81308 0.98392 1.61375
H -2.12475 5.78757 5.21996
C -7.11587 1.76159 -1.06678
H 4.40355 -0.27313 0.10625
P 5.80827 -3.50212 -3.23958
*
```

Löwdin atomic charge list, values in e, 8 entries: number 1, C, carries 0.00; number 2, C, carries 0.16; number 3, C, carries -0.10; number 4, C, carries -0.13; number 5, H, carries 0.08; number 6, C, carries -0.16; number 7, H, carries 0.15; number 8, H, carries 0.07

=====

[4]
Computed, not measured: a 9-piece molecular cluster, C39H55N9O13 overall in a non-equilibrium geometry, with ωB97M-V with the def2-TZVPD basis set.

Output
Kohn-Sham gap (eV): 7.52
SMILES string: O=[N+]([O-])c1ccccc1.O=[N+]([O-])c1ccccc1.O=[N+]([O-])c1ccccc1.O=[N+]([O-])c1ccccc1.CN(C)C=O.CN(C)C=O.CN(C)C=O.CN(C)C=O.CN(C)C=O
E_HOMO (eV): -8.8

```
! RIJCOSX wB97M-V def2-TZVPD def2/J DEFGRID3
* xyz 0 1
H 2.27301 5.63646 -0.18920
H 1.93536 1.85321 3.55326
N -1.50195 0.69265 -6.68841
H -4.51548 1.74915 -2.16762
H -1.59743 3.84044 -2.02224
H -1.35767 -0.28215 -4.06185
H -2.72557 -7.35002 -0.95672
C -2.85948 -6.64795 -0.29590
O 3.74521 -2.21680 -0.29400
C -6.93168 2.37102 -2.50010
H 5.91806 1.94107 1.80843
C 3.38545 2.78530 -0.92749
N 2.47892 3.74501 -1.18367
C 7.72727 0.65854 1.29210
H 1.36248 -0.59165 -2.90499
H -2.20529 1.16170 0.82968
H -0.62560 -3.32518 -4.63003
C -1.54215 1.44156 -5.40331
H -0.12246 1.76959 1.69568
H -0.84312 1.25865 -1.82289
H 0.13224 -1.34452 2.44406
H -0.37397 -2.55873 -2.87376
O -4.75153 -3.87711 3.63637
H 8.37148 1.47846 1.58209
O -6.28662 2.37286 -3.54377
N -0.26542 0.26405 0.36539
C -2.52730 -5.17817 -0.61811
H -2.14318 -2.91595 5.79953
C 6.24061 0.97434 1.44789
H 2.56100 4.66709 3.24765
O -1.49395 1.33015 -7.69951
H -8.21381 2.58284 -0.45480
H -0.30829 -5.78540 2.76880
C -1.04692 -4.49055 4.50608
H 9.21369 -0.66292 0.75066
C -1.31159 0.81569 -4.03472
H -4.51645 -6.30065 2.74768
C 2.70149 3.84454 6.28727
H 2.26921 4.16749 0.80808
N 2.57161 3.43780 5.03202
H 1.41477 1.46607 1.06251
O 3.38467 4.72983 6.64910
C -1.87140 3.70907 -4.26739
H 2.82007 4.92373 -2.87265
O -3.73390 -2.28840 2.51229
O -0.77940 0.43045 4.15441
H -1.41824 -5.55459 5.09030
C 8.21727 -0.57448 0.88510
H 7.87356 -2.67984 0.06964
H -2.71089 -2.86707 0.20123
H 4.19162 0.15843 1.21436
C -1.70697 0.09199 0.65895
H 0.51321 -3.83111 -3.66002
H -1.86287 -0.69597 1.37297
C 2.18031 4.15429 -2.67617
C 0.57453 -0.73800 -0.03111
C 5.22590 -0.09749 1.19443
C -3.96218 -5.91135 1.89824
N 4.79466 -2.60248 0.25184
H -2.13103 3.40803 -6.44821
H -4.89118 3.20933 -1.19319
H -2.09234 -5.02546 -1.59954
O 0.16324 -1.86695 -0.33075
H 2.38377 3.34615 -3.30725
C -2.99094 -4.00339 0.36396
H -2.04787 4.82593 -4.35344
H -4.53331 1.93442 -0.28407
H 0.58694 2.67492 4.70335
C -3.58076 -4.49440 1.64996
C 7.31579 -1.70685 0.52409
H 2.08473 -2.15661 -2.44505
H -7.97188 2.38632 -2.46257
H 0.45982 2.30853 0.27814
N -4.03800 -3.50014 2.62569
C 0.29374 1.47309 0.86459
C 0.09342 -3.56674 2.45177
H 0.52113 -2.33804 -6.31366
O -1.42457 -0.50036 -6.60939
H 1.85156 3.38783 6.86897
C 1.91705 -1.46210 -3.18931
C -1.01157 -1.90058 4.23793
C -0.37474 -4.65590 3.16892
C 1.90816 4.56965 -0.21482
C -1.47542 -3.17300 5.00234
H -2.16249 -0.20269 -0.34384
H 3.81254 4.82924 4.09535
H -7.51536 1.13886 0.21274
H 3.62133 3.20988 3.13504
C 1.27470 -1.81455 -5.68390
N -1.50165 -0.56278 4.62534
N -6.49620 2.23781 -1.17273
O -2.43714 -0.51097 5.39826
C -1.34065 1.68459 -2.80711
C 5.68573 -1.53044 0.58280
C -1.88708 2.95546 -5.45233
O 3.68279 2.50196 0.22773
C -0.08562 -2.19260 3.03558
C -7.29015 2.29026 -0.01625
H 3.00348 -1.16721 -3.53291
H 0.97666 4.49415 -0.12645
C -3.47635 -7.00233 0.84710
N 1.10031 -2.13468 -4.33690
H 1.51851 -0.34861 -0.20339
O 5.29313 -3.64909 0.15434
C 1.61738 2.32896 4.60100
H 1.73683 1.65065 5.45687
O 2.11395 -1.03406 -6.06334
H -3.67581 -8.01276 0.97396
C -0.07758 -2.98109 -3.84799
C 3.11278 4.10638 3.82080
C -1.60291 3.24805 -2.99623
H 1.34898 4.74178 -2.86097
H 3.78463 2.26601 -1.80789
H 0.64534 -3.56456 1.47563
H -6.73218 2.50298 0.79564
C -5.02855 2.21275 -1.21208
*
```

Löwdin atomic charge list, values in e, 8 entries: number 1, H, carries 0.13; number 2, H, carries 0.12; number 3, N, carries -0.40; number 4, H, carries 0.13; number 5, H, carries 0.11; number 6, H, carries 0.08; number 7, H, carries 0.03; number 8, C, carries -0.09